DFT (ωB97M-V/def2-TZVPD) results for an isolated molecule of C4H7NO.

```
! wB97M-V def2-TZVPD RIJCOSX def2/J DEFGRID3
* xyz 0 1
C 0.0213 -1.7516 -0.8657
N 0.1714 0.6514 -0.7997
C 0.7481 -0.5619 -0.2435
C -0.3860 1.5389 -0.0864
C -0.5222 1.6173 1.4074
O -1.1560 2.5147 1.9144
H 0.5205 -2.6928 -0.6164
H -0.0035 -1.6392 -1.9533
H -1.0118 -1.8006 -0.5061
H 0.7183 -0.6311 0.8523
H 1.8020 -0.5776 -0.5450
H -0.8425 2.3940 -0.5935
H -0.0199 0.8553 2.0303
*
```

Results
- Molecular weight: 85.11 g mol⁻¹
- E_LUMO: -0.007 Eh
- E: -286.563671 Eh
- Energy relative to the best compared isomer or geometry (same formula, charge and spin): 42.7 kcal per mole

DFT (ωB97M-V/def2-TZVPD) results for an isolated molecule of C4H7NO.

```
! wB97M-V def2-TZVPD RIJCOSX def2/J DEFGRID3
* xyz 0 1
C -1.2400 0.1468 -0.3094
C 0.0922 0.5759 0.3495
C 1.1735 -0.4056 0.1123
C 1.9734 -1.2731 -0.1238
H -1.1144 -1.9137 -0.2082
H -2.6328 -1.3023 -0.1072
H -1.0982 0.1810 -1.3915
H -2.0205 0.8790 -0.0359
H -0.1149 0.6222 1.4398
H -0.1369 2.4815 0.1654
H 2.7531 -1.9980 -0.2879
N -1.6772 -1.1439 0.2011
O 0.5138 1.8492 -0.1442
*
```

Results
- Molecular weight: 85.11 g mol⁻¹
- E_LUMO: 0.032 Eh
- E: -286.525847 Eh
- Energy relative to the best compared isomer or geometry (same formula, charge and spin): 66.4 kcal per mole

DFT (ωB97M-V/def2-TZVPD) results for an isolated molecule of C4H7NO.

```
! wB97M-V def2-TZVPD RIJCOSX def2/J DEFGRID3
* xyz 0 1
C 1.6004 -0.0486 0.4598
C 0.3585 -0.1104 -0.4154
C -0.9063 -0.8460 0.0987
N -1.6778 0.3342 -0.2893
C -0.5717 1.1175 -0.5217
O -0.4313 2.2980 -0.7191
H 2.1356 0.8924 0.3049
H 1.3502 -0.1208 1.5235
H 2.2845 -0.8684 0.2194
H 0.6140 -0.4345 -1.4297
H -0.8870 -1.0096 1.1837
H -1.1887 -1.7704 -0.4125
H -2.6155 0.6129 -0.0352
*
```

Results
- Molecular weight: 85.11 g mol⁻¹
- E_LUMO: 0.036 Eh
- E: -286.601050 Eh
- Energy relative to the best compared isomer or geometry (same formula, charge and spin): 19.2 kcal per mole

DFT (ωB97M-V/def2-TZVPD) results for an isolated molecule of C4H7NO.

```
! wB97M-V def2-TZVPD RIJCOSX def2/J DEFGRID3
* xyz 0 1
C -1.8889 -0.7090 0.0518
C -0.5797 -0.1873 -0.5015
O 0.1431 0.4326 0.5535
C 1.3527 0.9897 0.1387
C 2.3181 -0.0094 -0.3845
N 3.0583 -0.7699 -0.8440
H -2.4917 0.1056 0.4639
H -2.4591 -1.1951 -0.7463
H -1.7062 -1.4421 0.8429
H -0.7572 0.5448 -1.3061
H 0.0182 -1.0093 -0.9215
H 1.7932 1.4907 1.0048
H 1.2120 1.7361 -0.6590
*
```

Results
- Molecular weight: 85.11 g mol⁻¹
- E_LUMO: 0.032 Eh
- E: -286.576564 Eh
- Energy relative to the best compared isomer or geometry (same formula, charge and spin): 34.6 kcal per mole

DFT (ωB97M-V/def2-TZVPD) results for an isolated molecule of C4H7NO.

```
! wB97M-V def2-TZVPD RIJCOSX def2/J DEFGRID3
* xyz 0 1
C 2.0631 -0.0902 -0.1613
C 0.6733 0.4787 -0.2243
O 0.4016 1.5602 -0.6984
N -0.2860 -0.3746 0.4123
C -1.5107 -0.6363 -0.3667
C -1.5373 0.2952 0.7692
H 2.7688 0.5399 -0.7044
H 2.3513 -0.1488 0.8941
H 2.0719 -1.1125 -0.5517
H -1.8953 -1.6491 -0.2703
H -1.5761 -0.1921 -1.3582
H -1.9355 -0.0260 1.7268
H -1.5890 1.3556 0.5329
*
```

Results
- Molecular weight: 85.11 g mol⁻¹
- E_LUMO: 0.041 Eh
- E: -286.570479 Eh
- Energy relative to the best compared isomer or geometry (same formula, charge and spin): 38.4 kcal per mole

DFT (ωB97M-V/def2-TZVPD) results for an isolated molecule of C4H7NO.

```
! wB97M-V def2-TZVPD RIJCOSX def2/J DEFGRID3
* xyz 0 1
N -1.1257 -0.0862 1.8766
C -0.5934 -0.6809 0.7591
O -0.9409 -1.7830 0.3760
C 0.4901 0.1327 0.1104
C 0.2262 0.8292 -1.2048
C 1.0974 -0.3826 -1.1565
H -1.1706 0.9190 1.9163
H -1.8855 -0.5758 2.3218
H 1.1239 0.6655 0.8134
H -0.7598 0.7425 -1.6483
H 0.6996 1.7976 -1.3346
H 2.1640 -0.2648 -1.3098
H 0.6747 -1.3131 -1.5196
*
```

Results
- Molecular weight: 85.11 g mol⁻¹
- E_LUMO: 0.036 Eh
- E: -286.602934 Eh
- Energy relative to the best compared isomer or geometry (same formula, charge and spin): 18.0 kcal per mole

DFT (ωB97M-V/def2-TZVPD) results for an isolated molecule of C4H7NO.

```
! wB97M-V def2-TZVPD RIJCOSX def2/J DEFGRID3
* xyz 0 1
C -2.2473 -0.4596 0.0243
C -0.9968 0.3835 -0.1153
C 0.2924 -0.2444 -0.2047
C 1.3701 0.5013 -0.0437
H -3.0514 0.2565 0.3614
H -2.6475 -1.0092 -0.8988
H -2.0704 -1.1749 0.8932
H 0.2827 -1.3661 -0.1854
H 1.2194 1.5898 0.0216
H 3.4046 0.7450 0.2984
H 2.9511 -0.8837 -0.0401
N 2.6308 0.0618 -0.0345
O -1.1376 1.6000 -0.0765
*
```

Results
- Molecular weight: 85.11 g mol⁻¹
- E_LUMO: 0.031 Eh
- E: -286.582866 Eh
- Energy relative to the best compared isomer or geometry (same formula, charge and spin): 30.6 kcal per mole

DFT (ωB97M-V/def2-TZVPD) results for a cluster of 2 separate species, C4H7NO in total.

```
! wB97M-V def2-TZVPD RIJCOSX def2/J DEFGRID3
* xyz 0 1
O -0.2518 -1.7286 -0.6328
C -0.3182 -0.3655 -0.9157
C -1.5725 0.4367 -0.5230
C 0.5086 1.4324 1.0324
N 0.0964 0.3985 1.6245
C -0.2866 0.6030 0.1868
H -0.2139 -1.8268 0.3289
H 0.1474 -0.1390 -1.8727
H -2.3580 -0.1222 -0.0176
H -1.9207 1.2167 -1.1973
H 1.0920 2.3199 1.2505
H 2.2358 -1.1079 0.5830
H 2.8416 -1.1171 0.1531
*
```

Results
- Molecular weight: 85.11 g mol⁻¹
- E_LUMO: 0.036 Eh
- E: -286.443273 Eh
- Energy relative to the best compared isomer or geometry (same formula, charge and spin): 118.2 kcal per mole

no.,Kohn-Sham gap (eV)
1,9.3742
2,10.4387
3,10.7123
4,11.7046
5,10.8744
6,10.8167
7,9.4194
8,10.5779